No. 1
# C44H28MnN4

A molecular structure, C44H28MnN4 at a distorted geometry (wB97M-V/def2-TZVPD, the Open Molecules 2025 dataset).

```
! RIJCOSX wB97M-V def2-TZVPD def2/J DEFGRID3
* xyz 2 2
Mn 0.419 -1.039 -0.086
C 3.205 5.759 -0.405
C 3.293 5.258 -1.697
C 3.043 3.924 -1.956
C 2.757 3.052 -0.902
C 2.702 3.561 0.408
C 2.900 4.904 0.646
C 2.400 1.650 -1.035
C 2.954 0.714 -0.170
C 4.126 0.803 0.642
C 4.247 -0.388 1.315
C 3.174 -1.197 0.886
C 2.484 -2.404 1.348
C 2.090 -3.295 0.301
C 3.056 -3.679 -0.655
C 2.698 -4.402 -1.769
C 1.361 -4.723 -1.990
C 0.394 -4.380 -1.050
C 0.738 -3.709 0.114
C 1.503 -1.979 2.352
N 0.478 -1.233 1.846
C -0.299 -0.830 2.915
C -1.529 -0.170 2.731
C -2.094 0.565 3.852
C -3.463 0.698 4.138
C -3.892 1.567 5.121
C -2.978 2.304 5.864
C -1.618 2.129 5.653
C -1.182 1.273 4.663
C -2.109 -0.177 1.428
C -3.441 0.147 1.073
C -3.582 -0.089 -0.270
C -2.305 -0.448 -0.767
N -1.429 -0.544 0.287
C -1.841 -0.431 -2.122
C -0.551 0.109 -2.367
C -0.185 0.869 -3.512
C 0.938 1.591 -3.179
C 1.309 1.217 -1.870
N 0.415 0.305 -1.393
C -2.633 -0.843 -3.269
C -4.015 -0.648 -3.414
C -4.692 -1.149 -4.507
C -4.016 -1.862 -5.488
C -2.643 -2.045 -5.382
C -1.959 -1.537 -4.297
C 0.279 -1.342 4.100
C 1.400 -2.072 3.738
N 2.415 -0.553 -0.026
H 3.361 6.811 -0.215
H 3.544 5.926 -2.507
H 3.144 3.540 -2.958
H 2.439 2.894 1.218
H 2.801 5.291 1.648
H 4.792 1.642 0.694
H 5.017 -0.674 2.005
H 4.083 -3.391 -0.487
H 3.458 -4.707 -2.470
H 1.074 -5.260 -2.880
H -0.634 -4.679 -1.199
H 0.001 -3.622 0.911
H -4.193 0.075 3.644
H -4.947 1.680 5.323
H -3.330 2.995 6.613
H -0.903 2.679 6.247
H -0.128 1.183 4.454
H -4.207 0.527 1.718
H -4.481 0.059 -0.829
H -0.742 0.930 -4.426
H 1.450 2.286 -3.812
H -4.551 -0.030 -2.716
H -5.754 -0.978 -4.596
H -4.556 -2.258 -6.332
H -2.109 -2.584 -6.152
H -0.896 -1.716 -4.212
H -0.110 -1.226 5.089
H 2.056 -2.617 4.388
*
```

Output
* gap between HOMO and LUMO (spin up / spin down): 0.16584 / 0.17460 hartree
* maximum force: 2.37 eV Å⁻¹
* total energy: -83344.9819 eV
* E_HOMO (spin up / spin down): -12.94 / -12.92 eV

=====

No. 2
# C5H11N2PS

2 unconnected molecules or ions with the total composition C5H11N2PS at a distorted geometry (wB97M-V/def2-TZVPD, the Open Molecules 2025 dataset).

```
! RIJCOSX wB97M-V def2-TZVPD def2/J DEFGRID3
* xyz 0 1
C -0.345 -1.141 3.200
C -0.873 0.706 -2.650
C 0.172 -1.042 -1.386
C -0.856 -0.420 2.066
C 0.223 0.470 1.352
N 0.151 -1.787 4.002
N -0.275 0.334 -1.409
P -0.533 1.344 -0.066
S 2.803 2.361 0.169
H -1.458 1.580 -2.482
H -0.084 0.936 -3.356
H -1.480 -0.056 -3.026
H -0.695 -1.733 -1.428
H 0.840 -1.309 -2.122
H 0.746 -1.376 -0.483
H -1.593 0.283 2.397
H -1.277 -1.188 1.498
H 1.044 -0.089 0.996
H 0.564 1.009 2.198
H 2.926 1.116 0.528
*
```

Output
* gap between HOMO and LUMO (spin up / spin down): 0.28352 / 0.19727 hartree
* ΔE to the lowest compared entry with this formula, charge and spin: 2.460 eV
* maximum force: 3.09 eV Å⁻¹
* total energy: -28464.3976 eV
* E_HOMO (spin up / spin down): -8.74 / -7.36 eV

=====

No. 3
# C3H3N5

C3H3N5 in the gas phase at a distorted geometry (wB97M-V/def2-TZVPD, the Open Molecules 2025 dataset).

```
! RIJCOSX wB97M-V def2-TZVPD def2/J DEFGRID3
* xyz 0 1
C -0.604 -1.129 0.270
N 0.248 -0.669 1.184
N 0.707 0.669 0.999
C 0.388 0.716 -0.454
N 0.439 1.681 -1.274
N -0.568 1.361 -2.188
N -1.305 0.246 -1.932
C -0.579 -0.317 -0.785
H -1.042 -2.006 0.527
H 0.627 -1.223 2.076
H 1.688 0.671 1.577
*
```

Output
* gap between HOMO and LUMO: 0.33592 hartree
* ΔE to the lowest compared entry with this formula, charge and spin: 3.949 eV
* maximum force: 5.24 eV Å⁻¹
* total energy: -10604.9178 eV
* E_HOMO: -9.26 eV
* SMILES string: c1[nH][nH]c2nnnc1-2